1.
Computed, not measured: C25H35CdFN2O8P2S2Si as an isolated structure, with the ωB97M-V functional and the def2-TZVPD basis.

Element x y z (Å)
Cd (0.817, -0.433, 0.226)
C (4.391, 0.976, 3.035)
Si (3.090, 1.605, 1.806)
C (4.041, 1.453, 0.172)
C (2.890, 3.403, 2.368)
N (1.491, 0.928, 1.925)
C (0.681, 1.124, 2.958)
C (1.243, 1.590, 4.178)
C (0.509, 1.897, 5.278)
C (-0.888, 1.787, 5.183)
C (-1.473, 1.384, 4.026)
C (-0.696, 0.932, 2.935)
F (-1.343, 0.533, 1.829)
H (5.357, 1.518, 2.786)
H (4.561, -0.085, 2.812)
H (4.161, 1.193, 4.048)
H (4.968, 1.950, 0.214)
H (3.546, 1.983, -0.678)
H (4.205, 0.435, -0.081)
H (3.586, 4.022, 1.893)
H (3.130, 3.590, 3.455)
H (1.943, 3.827, 2.193)
H (2.313, 1.860, 4.135)
H (0.957, 2.244, 6.244)
H (-1.436, 2.182, 6.033)
H (-2.583, 1.361, 3.883)
S (2.552, -1.902, -0.749)
C (1.909, -3.521, -0.569)
C (2.591, -4.575, -1.283)
C (2.159, -5.888, -1.185)
C (1.070, -6.244, -0.379)
C (0.441, -5.199, 0.321)
C (0.860, -3.863, 0.259)
S (-0.033, -2.720, 1.273)
H (3.392, -4.238, -1.871)
H (2.719, -6.623, -1.725)
H (0.649, -7.222, -0.303)
H (-0.325, -5.421, 1.107)
O (-2.514, 2.236, -2.483)
C (-2.410, 2.306, -1.098)
C (-3.743, 2.357, -0.449)
C (-4.554, 1.034, -0.517)
C (-4.124, -0.126, 0.295)
C (-3.754, -1.315, -0.306)
C (-3.495, -2.400, 0.457)
C (-3.538, -2.269, 1.870)
C (-3.813, -1.022, 2.359)
N (-4.173, 0.034, 1.623)
H (-2.437, 1.260, -2.787)
H (-1.959, 3.243, -0.731)
H (-1.847, 1.439, -0.752)
H (-4.273, 3.112, -0.959)
H (-3.675, 2.670, 0.609)
H (-4.734, 0.665, -1.677)
H (-5.590, 1.300, -0.222)
H (-3.525, -1.395, -1.342)
H (-3.083, -3.272, -0.045)
H (-3.209, -3.061, 2.557)
H (-3.879, -0.790, 3.426)
C (0.292, -0.051, -5.288)
C (0.644, 0.206, -3.821)
O (1.942, -0.355, -3.664)
P (0.868, 1.991, -3.446)
O (-0.398, 2.870, -3.767)
O (1.715, 2.632, -4.653)
O (1.614, 2.217, -2.215)
P (-0.719, -0.535, -2.865)
O (-0.665, -2.175, -3.066)
O (-2.064, -0.167, -3.479)
O (-0.567, -0.179, -1.428)
H (0.949, 0.574, -5.921)
H (-0.723, 0.253, -5.418)
H (0.355, -1.122, -5.503)
H (2.069, -0.675, -2.680)
H (-1.183, 2.721, -3.262)
H (2.649, 2.546, -4.427)
H (0.104, -2.598, -2.679)

gap between HOMO and LUMO = 6.5 eV
total energy = -3721.6453 Ha
LUMO level = 4.7085 eV
energy above the lowest of the compared OMol25 structures with the same formula, charge and spin = 12.9 kJ/mol
charge = -2

These are the Mulliken partial charges, in e, on atoms 1 to 5: 2.686, -1.195, 0.062, -1.154, -1.343

***

2.
Computed, not measured: a 2-piece molecular cluster, CHNO2S overall, with the ωB97M-V functional and the def2-TZVPD basis.

Element x y z (Å)
C (-0.032, -0.885, -0.026)
N (0.676, 0.166, 0.207)
O (-0.216, -2.043, -0.031)
O (-1.619, 1.495, 0.486)
S (-0.824, 0.812, -0.512)
H (2.016, 0.455, -0.124)

gap between HOMO and LUMO = 8.0 eV
total energy = -642.0008 Ha
LUMO level = -1.1762 eV
energy above the lowest of the compared OMol25 structures with the same formula, charge and spin = 235.8 kJ/mol
charge = 0

These are the Mulliken partial charges, in e, on atoms 1 to 5: 0.535, -0.410, -0.402, -0.475, 0.381

***

3.
Computed, not measured: one molecule with the formula C9H20OSi, with the ωB97M-V functional and the def2-TZVPD basis.

Element x y z (Å)
C (-0.969, -2.135, 1.739)
C (-0.362, -1.549, 0.737)
C (-0.760, 0.087, 0.104)
C (-0.909, -0.085, -1.402)
C (-2.009, -1.053, -1.825)
C (-2.020, 0.542, 0.817)
C (-2.525, 1.908, 0.365)
Si (0.747, 1.123, 0.591)
O (1.973, 0.371, -0.152)
C (3.330, 0.700, -0.089)
C (4.171, -0.545, -0.335)
H (-0.677, -3.127, 2.057)
H (-1.775, -1.686, 2.292)
H (0.442, -1.985, 0.173)
H (0.044, -0.435, -1.804)
H (-1.104, 0.896, -1.846)
H (-1.851, -2.027, -1.365)
H (-2.007, -1.174, -2.907)
H (-2.992, -0.691, -1.530)
H (-1.811, 0.596, 1.887)
H (-2.816, -0.193, 0.674)
H (-2.807, 1.897, -0.684)
H (-3.400, 2.191, 0.947)
H (-1.757, 2.663, 0.510)
H (0.682, 2.524, 0.139)
H (0.935, 1.140, 2.047)
H (3.545, 1.462, -0.846)
H (3.567, 1.128, 0.892)
H (3.992, -1.271, 0.452)
H (3.899, -0.989, -1.290)
H (5.225, -0.285, -0.351)

gap between HOMO and LUMO = 10.5 eV
SMILES = C=CC(CC)(CC)[SiH2]OCC
total energy = -719.6314 Ha
LUMO level = 0.9473 eV
energy above the lowest of the compared OMol25 structures with the same formula, charge and spin = 88.2 kJ/mol
charge = 0

These are the Mulliken partial charges, in e, on atoms 1 to 5: -0.756, -0.646, 1.904, -1.028, -1.275

***

4.
Computed, not measured: C30H36ClO5Ru as an isolated structure, with the ωB97M-V functional and the def2-TZVPD basis.

Element x y z (Å)
C (0.326, -0.344, -7.350)
C (0.035, -1.058, -6.021)
C (-0.140, 1.130, -7.180)
C (-0.985, 1.153, -5.891)
H (-0.771, 1.374, -8.040)
H (0.712, 1.817, -7.177)
C (-1.195, -0.321, -5.477)
H (0.895, -0.895, -5.353)
H (-0.116, -2.134, -6.182)
C (-1.257, -0.275, -3.976)
H (-2.102, -0.748, -5.926)
H (-1.962, 1.611, -6.096)
C (-0.390, 1.815, -4.602)
C (1.775, -0.540, -7.768)
C (-0.402, -0.992, -8.538)
O (-0.876, -0.364, -9.473)
O (2.713, -0.585, -6.983)
O (1.920, -0.682, -9.094)
O (-0.486, -2.330, -8.478)
C (-1.150, -2.883, -9.622)
H (-1.010, -3.958, -9.540)
H (-0.706, -2.483, -10.537)
H (-2.212, -2.618, -9.601)
C (3.273, -0.822, -9.521)
H (3.926, -0.127, -8.985)
H (3.269, -0.621, -10.589)
H (3.619, -1.842, -9.331)
O (-0.354, 0.760, -3.553)
H (-0.945, -1.205, -3.485)
H (-2.283, -0.016, -3.652)
C (-1.306, 2.909, -4.060)
C (1.025, 2.358, -4.779)
H (1.029, 3.165, -5.525)
H (1.721, 1.572, -5.104)
H (1.384, 2.782, -3.832)
H (-0.850, 3.355, -3.166)
H (-2.283, 2.487, -3.795)
H (-1.464, 3.700, -4.805)
Ru (-0.177, -0.407, -0.676)
C (-1.793, 0.105, 0.639)
C (-2.445, 0.084, -0.644)
C (-2.313, -1.230, -1.190)
H (-2.933, 0.936, -1.113)
C (-1.539, -2.031, -0.283)
C (-1.240, -1.213, 0.876)
H (-0.781, -1.553, 1.798)
H (-1.784, 0.929, 1.345)
H (-2.724, -1.568, -2.137)
H (-1.255, -3.072, -0.424)
C (1.561, 0.922, -0.251)
C (1.362, -0.142, 0.701)
C (1.530, -1.403, 0.000)
H (1.226, -0.019, 1.772)
C (1.846, -1.100, -1.372)
C (1.823, 0.328, -1.531)
H (1.989, 0.869, -2.456)
H (1.505, 1.983, -0.024)
H (1.508, -2.387, 0.459)
H (2.053, -1.829, -2.153)
Cl (0.271, 6.177, 1.953)
C (0.172, 4.788, 2.929)
C (0.344, 4.898, 4.299)
C (0.327, 3.751, 5.113)
C (0.131, 2.490, 4.533)
C (-0.079, 2.358, 3.174)
C (-0.105, 3.507, 2.306)
C (-0.399, 3.377, 0.963)
H (0.493, 5.882, 4.737)
H (0.477, 3.849, 6.188)
H (0.142, 1.594, 5.157)
H (-0.244, 1.369, 2.733)
H (-0.694, 2.405, 0.575)
H (-0.401, 4.220, 0.284)

gap between HOMO and LUMO (spin up / spin down) = 1.3 / 5.8 eV
total energy = -2095.8414 Ha
LUMO level (spin up / spin down) = 1.8176 / 1.8133 eV
2S+1 = 5
charge = -1

These are the Mulliken partial charges, in e, on atoms 1 to 5: 3.099, -1.542, -1.675, -0.158, 0.362

***

5.
Computed, not measured: one molecule with the formula C4H5N3O, with the ωB97M-V functional and the def2-TZVPD basis.

Element x y z (Å)
H (-1.162, -2.325, -0.787)
N (-0.570, -1.524, -0.738)
C (-1.045, -0.492, -0.183)
N (-2.009, -0.312, 0.742)
C (-0.260, 0.796, -0.325)
O (-0.683, 1.819, 0.134)
C (1.159, 0.501, -0.883)
C (1.926, -0.167, 0.160)
N (2.315, -0.604, 1.144)
H (-2.810, -0.883, 0.862)
H (-2.131, 0.685, 1.101)
H (1.075, -0.182, -1.700)
H (1.667, 1.404, -1.195)

gap between HOMO and LUMO = 9.7 eV
SMILES = [H]/N=C(\N)C(=O)CC#N
total energy = -394.9048 Ha
LUMO level = -0.1455 eV
energy above the lowest of the compared OMol25 structures with the same formula, charge and spin = 164.7 kJ/mol
charge = 0

These are the Mulliken partial charges, in e, on atoms 1 to 5: 0.217, -0.595, 0.299, -0.375, 0.530

***

6.
Computed, not measured: one molecule with the formula C2H2N2O3, with the ωB97M-V functional and the def2-TZVPD basis.

Element x y z (Å)
O (2.141, -0.205, -0.106)
C (0.964, -0.406, -0.172)
N (-0.002, -1.487, -0.219)
C (-1.063, -0.479, -0.507)
O (-2.225, -0.492, -0.620)
N (-0.081, 0.551, -0.425)
O (-0.030, 1.996, -0.355)
H (-0.105, -2.449, -0.623)
H (-0.875, 2.311, 0.088)

gap between HOMO and LUMO = 10.7 eV
SMILES = O=C1NC(=O)N1O
total energy = -412.5730 Ha
LUMO level = 0.3879 eV
energy above the lowest of the compared OMol25 structures with the same formula, charge and spin = 204.6 kJ/mol
charge = 0

These are the Mulliken partial charges, in e, on atoms 1 to 5: -0.481, 0.413, -0.261, 0.416, -0.458

***

What did the second record say?
Computed, not measured: a 2-piece molecular cluster, CHNO2S overall, with the ωB97M-V functional and the def2-TZVPD basis.

Element x y z (Å)
C (-0.032, -0.885, -0.026)
N (0.676, 0.166, 0.207)
O (-0.216, -2.043, -0.031)
O (-1.619, 1.495, 0.486)
S (-0.824, 0.812, -0.512)
H (2.016, 0.455, -0.124)

gap between HOMO and LUMO = 8.0 eV
total energy = -642.0008 Ha
LUMO level = -1.1762 eV
energy above the lowest of the compared OMol25 structures with the same formula, charge and spin = 235.8 kJ/mol
charge = 0

These are the Mulliken partial charges, in e, on atoms 1 to 5: 0.535, -0.410, -0.402, -0.475, 0.381

***

Which value of total energy does entry 3 give? -719.6314 Ha

***

charge of number 5 (C4H5N3O)? 0

***

total energy of number 6 (C2H2N2O3)? -412.5730 Ha